# 1
{"formula": "C28H54N2O18", "method": "the ωB97M-V functional and the def2-TZVPD basis", "de_lowest_kcal_mol": 0.0, "energy_ha": -2563.1187, "charge": 0, "homo_energy_ev": -10.690, "smiles": "CCOC(=O)OC.CCOC(=O)OC.CCOC(=O)OC.CCOC(=O)OC.CCOC(=O)OC.CCOC(=O)OC.CC#N.CC#N", "species": ["C", "C", "O", "C", "O", "O", "C", "H", "H", "H", "H", "H", "H", "H", "H", "C", "C", "O", "C", "O", "O", "C", "H", "H", "H", "H", "H", "H", "H", "H", "C", "C", "O", "C", "O", "O", "C", "H", "H", "H", "H", "H", "H", "H", "H", "C", "C", "O", "C", "O", "O", "C", "H", "H", "H", "H", "H", "H", "H", "H", "C", "C", "O", "C", "O", "O", "C", "H", "H", "H", "H", "H", "H", "H", "H", "C", "C", "O", "C", "O", "O", "C", "H", "H", "H", "H", "H", "H", "H", "H", "C", "C", "N", "H", "H", "H", "C", "C", "N", "H", "H", "H"], "coordinates": [[-13.42498, -18.15457, -2.39115], [-12.14741, -17.85095, -3.07143], [-12.35733, -17.58624, -4.46886], [-12.49472, -18.64291, -5.27625], [-12.26998, -19.82649, -5.02972], [-12.90530, -18.09710, -6.45088], [-12.91276, -19.04693, -7.55394], [-13.87318, -19.07020, -2.71304], [-14.13431, -17.30312, -2.38431], [-13.11792, -18.21784, -1.32928], [-11.44361, -18.69388, -2.94508], [-11.69602, -16.93059, -2.67277], [-11.89259, -19.40943, -7.79830], [-13.33657, -18.49200, -8.39300], [-13.56715, -19.94120, -7.46312], [-18.25987, -21.39674, -14.02672], [-17.49494, -22.30603, -13.09330], [-16.45986, -22.94033, -13.86920], [-15.40494, -22.21735, -14.28585], [-14.99576, -21.17702, -13.78675], [-14.77239, -22.90080, -15.23153], [-15.06827, -24.24939, -15.58729], [-17.67565, -20.49196, -14.28344], [-19.15025, -21.02909, -13.58457], [-18.48791, -21.84497, -15.00039], [-18.08683, -23.16425, -12.90314], [-17.15649, -21.73309, -12.20190], [-16.16037, -24.43913, -15.77678], [-14.81294, -24.97960, -14.80938], [-14.48118, -24.40777, -16.50484], [-7.81407, -22.16076, -17.46464], [-7.72406, -20.91708, -16.53588], [-8.89550, -20.93101, -15.66597], [-10.01160, -20.52382, -16.18699], [-10.13248, -20.06939, -17.33315], [-11.03806, -20.68783, -15.32621], [-12.31952, -20.35462, -15.81643], [-8.69270, -22.25560, -18.15581], [-7.71638, -23.07114, -16.93246], [-6.95308, -22.05402, -18.12610], [-7.56955, -19.94483, -17.00235], [-6.94614, -21.15329, -15.78299], [-12.51866, -20.66038, -16.81438], [-12.43824, -19.24632, -15.82194], [-13.13246, -20.76868, -15.12822], [-12.60757, -18.76039, -19.45392], [-13.90704, -18.24373, -20.04747], [-15.05013, -19.01866, -19.60747], [-15.42987, -18.99338, -18.31996], [-16.20147, -19.76053, -17.88685], [-14.81423, -17.88699, -17.65837], [-15.11507, -17.74700, -16.26092], [-12.20996, -19.68569, -19.89682], [-12.65755, -18.87302, -18.37089], [-11.85061, -17.97643, -19.55807], [-13.93417, -18.32148, -21.13997], [-14.05953, -17.20954, -19.78607], [-14.33167, -17.08089, -15.90022], [-15.14850, -18.70746, -15.72186], [-16.06232, -17.25769, -16.04748], [-11.44898, -24.18120, -13.29960], [-12.03006, -24.34318, -11.90480], [-13.43096, -23.84444, -11.85531], [-13.93256, -23.81809, -10.61093], [-13.50763, -24.31732, -9.60254], [-15.13009, -23.23046, -10.77281], [-15.98493, -23.09364, -9.61061], [-10.46596, -24.66025, -13.39047], [-11.43416, -23.14188, -13.65498], [-12.00406, -24.70500, -14.09161], [-11.39708, -23.73008, -11.23084], [-11.98433, -25.40585, -11.65856], [-16.09548, -24.04188, -9.07434], [-16.98423, -22.85025, -9.97927], [-15.52945, -22.39654, -8.90745], [-10.80322, -22.10696, -7.60603], [-9.87007, -22.92950, -8.49256], [-9.62604, -21.93598, -9.54957], [-8.69360, -22.20364, -10.38398], [-7.81577, -23.00780, -10.27401], [-8.86203, -21.41268, -11.46992], [-7.58741, -21.25789, -12.21626], [-10.96690, -22.64433, -6.68815], [-11.74898, -21.92761, -8.13165], [-10.33039, -21.15440, -7.39717], [-10.41931, -23.70354, -9.00727], [-8.88427, -23.20460, -8.13136], [-7.35589, -22.15701, -12.77250], [-6.80627, -20.87607, -11.55165], [-7.81357, -20.39567, -12.90974], [-15.81274, -19.29888, -10.83917], [-15.87810, -18.49392, -12.12404], [-15.95620, -17.86848, -13.09130], [-16.80678, -19.58522, -10.48035], [-15.27402, -18.73282, -10.06861], [-15.39500, -20.25825, -11.09938], [-11.91887, -20.86803, -12.27392], [-12.63241, -21.05530, -11.00955], [-13.28004, -21.02738, -10.05653], [-12.62992, -21.11413, -13.03766], [-10.98305, -21.45040, -12.32661], [-11.63197, -19.85377, -12.41186]], "forces_ev_per_angstrom": [[-0.2, 1.2, 1.9], [0.9, 0.0, -0.5], [0.1, -0.4, 0.2], [0.2, -0.5, -0.2], [-0.5, 2.3, -0.5], [0.2, -2.0, 0.0], [-0.1, -0.3, -0.6], [-0.3, -0.5, -0.2], [0.3, -0.5, -0.5], [-0.4, -0.4, -0.2], [-0.2, 0.4, -0.2], [-0.1, -0.3, -0.2], [-0.6, 0.4, 0.3], [0.4, 0.1, 0.1], [0.4, 0.7, 0.7], [1.0, 1.0, -0.9], [0.2, 0.9, -1.0], [0.6, 0.7, 0.2], [0.1, -0.4, 1.7], [-0.8, -1.3, -1.2], [0.8, 0.7, -0.1], [-1.2, -0.6, -0.5], [0.0, -0.4, 0.3], [-1.0, 0.2, 0.5], [-0.1, -0.3, 0.4], [-0.7, -0.6, 1.0], [0.2, -0.8, -0.5], [1.0, 0.6, -0.1], [0.4, 0.5, 0.0], [-0.3, -0.1, 0.5], [0.0, 1.8, -1.5], [-0.5, -2.1, 0.8], [0.7, 0.1, 0.8], [-1.8, 1.1, -2.7], [0.1, -0.7, 2.1], [1.1, -0.5, -0.1], [-2.0, 1.4, 1.4], [0.6, 0.6, 0.9], [0.1, -0.8, 0.8], [0.1, -0.3, -0.1], [-0.2, -0.2, -0.1], [-0.1, 0.5, -0.7], [0.2, -0.7, -0.8], [0.1, -0.6, 0.1], [1.5, 0.4, -0.8], [0.5, 0.3, 0.0], [0.0, -0.5, 0.0], [0.2, 0.0, 0.2], [2.1, 3.1, -0.7], [-1.0, -0.9, 1.3], [-1.4, -2.1, -0.7], [0.1, -0.1, 0.4], [-0.4, 0.3, 0.1], [-0.3, -0.2, -0.1], [0.1, -0.1, -0.3], [0.0, -0.1, 0.3], [-0.1, 0.3, 0.1], [0.0, -0.3, 0.2], [0.3, 0.3, -0.3], [-0.2, 0.0, -0.4], [-0.6, 0.0, -1.2], [0.1, 0.5, -0.5], [2.2, -0.6, 0.2], [-1.4, -0.4, -0.3], [0.3, 0.4, -0.4], [-0.7, 0.1, 0.7], [0.6, -0.8, 0.0], [0.0, 0.5, 0.5], [0.3, -0.3, 0.3], [-0.4, 0.0, 0.4], [-0.6, -0.5, 0.0], [-0.3, 0.2, 0.5], [0.3, -0.1, -0.2], [0.4, 0.5, 0.0], [-0.3, 0.3, -0.2], [0.4, -0.8, -0.1], [-0.7, 2.0, -0.7], [-1.4, 0.1, 0.8], [0.6, 0.3, -1.7], [0.7, -0.7, 0.2], [1.7, 0.2, -0.4], [-1.6, 1.9, -0.4], [-0.3, 0.0, 0.5], [0.2, -0.1, 0.2], [0.1, 0.1, 0.2], [0.1, -0.7, 0.3], [-0.3, -0.3, 0.4], [0.2, -0.1, 0.2], [-0.1, -0.7, 0.0], [0.2, -1.2, 0.5], [-0.6, 0.7, -1.3], [-0.4, -0.3, 0.8], [0.2, -0.5, 0.7], [-0.1, 0.7, -0.1], [0.0, -0.5, -0.3], [0.8, -0.1, 0.1], [0.4, -1.1, 0.5], [0.0, 0.9, 0.3], [0.5, -0.3, -0.2], [-0.2, -0.3, -0.6], [-0.7, 0.1, 0.0], [0.1, 1.0, 0.1]], "mulliken_charge": [-1.044, -0.215, -0.380, 0.712, -0.581, -0.355, -0.313, 0.344, 0.276, 0.335, 0.300, 0.285, 0.125, 0.190, 0.283, -1.247, 0.299, -0.558, 0.905, -0.440, -0.231, -0.687, 0.222, 0.455, 0.323, 0.426, -0.322, 0.256, 0.265, 0.218, -1.091, -0.242, -0.265, 0.656, -0.631, -0.030, -0.451, 0.283, 0.327, 0.380, 0.378, 0.232, 0.486, 0.235, -0.354, -0.617, -0.304, -0.374, 0.699, -0.480, -0.367, -0.348, 0.298, 0.052, 0.337, 0.318, 0.256, 0.340, -0.111, 0.375, -1.218, 0.218, -0.139, 0.568, -0.626, 0.085, -0.826, 0.424, 0.073, 0.377, -0.313, 0.549, 0.396, 0.238, 0.193, -0.832, -0.432, -0.169, 0.708, -0.580, -0.253, -0.722, 0.511, -0.023, 0.258, 0.248, 0.433, 0.300, 0.380, 0.160, 0.146, 0.354, -0.494, 0.371, 0.187, -0.528, 0.481, -0.064, -0.084, -0.856, -0.296, 0.964]}

# 2
{"formula": "C6H13O2", "method": "the ωB97M-V functional and the def2-TZVPD basis", "de_lowest_kcal_mol": 27.9, "energy_ha": -386.9150, "charge": -1, "homo_energy_ev": -3.716, "species": ["C", "C", "C", "H", "H", "H", "H", "H", "H", "H", "H", "C", "C", "C", "O", "O", "H", "H", "H", "H", "H"], "coordinates": [[-2.32242, 0.86238, -0.90611], [-1.44413, 1.02120, -2.15492], [-1.51515, 0.46795, 0.37805], [-2.91337, 1.74507, -0.54866], [-3.06735, 0.08407, -1.01992], [-1.06956, 2.05351, -2.10031], [-2.06107, 1.09937, -3.06957], [-0.48572, 0.14955, 0.10526], [-1.36411, 1.25822, 1.12293], [-0.79441, 0.17097, -2.20011], [-1.85194, -0.40217, 0.94971], [1.97512, -1.35599, 0.90626], [2.17602, -0.24258, -0.05543], [1.32821, -1.17812, 2.30338], [0.41208, -0.33511, 2.48904], [1.81746, -1.89468, 3.20801], [1.48616, -2.22960, 0.43324], [3.01640, -1.62741, 1.19774], [1.98946, 0.75884, 0.39906], [1.50848, -0.16742, -0.97280], [3.17983, -0.23805, -0.46484]], "forces_ev_per_angstrom": [[-0.5, -0.1, 2.1], [-2.2, 1.7, 0.3], [1.4, -0.3, -0.5], [0.5, -0.3, -1.1], [-0.2, -0.3, -0.4], [1.1, -0.7, 0.0], [0.1, -0.5, 0.3], [-0.6, 0.3, 0.2], [-0.1, 0.0, -0.4], [0.9, 0.1, -0.2], [-0.5, 0.2, -0.3], [1.1, -1.5, 0.7], [-1.4, 2.5, -1.6], [-0.6, 0.8, 1.3], [0.2, 0.0, -0.9], [0.2, -0.4, -0.5], [0.4, 0.2, 0.2], [-0.8, -0.5, -0.2], [0.3, -0.6, 0.1], [0.4, -0.6, 1.0], [0.3, 0.0, 0.0]], "mulliken_charge": [-0.336, -1.044, -0.443, 0.264, 0.280, 0.258, 0.342, -0.232, 0.260, 0.324, 0.330, -0.186, -0.908, 0.380, -0.667, -0.772, 0.193, 0.243, 0.284, 0.074, 0.357]}